Version 1
The following is a quantum chemistry calculation of 10 unconnected molecules or ions with the total composition H20O10, from the OMol25 dataset.

```
30
Properties=species:S:1:pos:R:3:mulliken_spin:R:1
O 0.266 -0.035 0.153 0.40
H 1.083 0.326 -0.191 -0.02
H -0.358 0.688 0.099 0.09
O 0.927 0.223 -3.349 0.44
H 1.345 0.728 -2.652 0.17
H 1.588 0.175 -4.040 -0.04
O -2.805 1.240 0.282 0.12
H -3.340 1.393 -0.497 -0.02
H -2.738 0.287 0.344 -0.02
O -2.358 3.730 0.712 0.04
H -1.818 3.984 -0.037 -0.03
H -2.433 2.779 0.642 0.00
O 2.062 1.618 -1.167 -1.29
H 1.893 2.511 -0.867 0.37
H 3.012 1.517 -1.100 0.39
O -2.387 -1.488 1.736 0.03
H -1.674 -1.051 2.201 0.00
H -1.949 -2.112 1.157 -0.01
O 3.206 -1.576 -1.382 0.34
H 2.716 -1.119 -2.065 0.04
H 4.088 -1.207 -1.431 -0.14
O 2.083 -2.647 1.083 0.06
H 2.486 -2.245 0.313 -0.01
H 1.157 -2.411 1.021 0.01
O -1.312 0.934 3.281 0.03
H -1.291 1.541 2.541 0.00
H -2.088 1.191 3.780 -0.01
O -0.573 -2.938 0.179 0.06
H -0.478 -3.766 -0.292 -0.01
H -0.310 -2.270 -0.454 0.00
```

Values from the calculation:
HOMO energy (alpha / beta)   -0.199 / -7.480 eV
Charge   -1
E_LUMO (alpha / beta)   2.8 / 2.7 eV
Multiplicity   2
HOMO-LUMO gap (alpha / beta)   2.98 / 10.16 eV

Version 2
The following is a quantum chemistry calculation of 10 unconnected molecules or ions with the total composition H20O10, from the OMol25 dataset.

```
30
Properties=species:S:1:pos:R:3:mulliken_spin:R:1
O -0.039 0.141 -0.069 0.81
H -0.895 0.568 -0.106 -0.02
H -0.125 -0.618 -0.646 -0.15
O 2.287 1.748 0.157 -0.08
H 1.723 0.977 0.088 0.00
H 3.056 1.440 0.637 -0.03
O -2.287 -1.309 -2.208 0.20
H -2.381 -0.799 -1.403 0.02
H -1.621 -1.964 -2.000 0.00
O -0.328 -2.748 -0.949 0.22
H 0.573 -2.902 -0.667 0.20
H -0.817 -3.498 -0.610 -0.11
O 2.416 -1.649 -0.482 -1.07
H 3.234 -1.829 -0.019 0.51
H 2.568 -1.969 -1.371 0.07
O -1.942 0.139 2.841 0.16
H -2.841 0.325 2.570 -0.03
H -1.748 -0.717 2.457 -0.01
O 1.583 0.511 -3.000 0.17
H 2.453 0.908 -3.039 -0.02
H 1.532 0.129 -2.124 0.01
O 0.888 0.600 2.541 0.02
H 0.941 -0.277 2.919 -0.01
H 0.511 0.464 1.672 -0.01
O -0.413 2.890 1.517 0.08
H 0.154 3.412 0.949 0.00
H 0.167 2.231 1.896 0.00
O -2.777 0.894 -0.572 0.09
H -2.573 1.650 -1.123 -0.01
H -3.301 1.254 0.144 -0.02
```

Values from the calculation:
HOMO energy (alpha / beta)   0.108 / -7.731 eV
Charge   -1
E_LUMO (alpha / beta)   2.5 / 2.4 eV
Multiplicity   2
HOMO-LUMO gap (alpha / beta)   2.43 / 10.17 eV

Most stable of them? version 1.

Version 1
The following is a quantum chemistry calculation of a molecular structure, C4H4N2O3, from the OMol25 dataset.

```
13
Properties=species:S:1:pos:R:3:mulliken_charge:R:1
C 0.918 0.371 0.139 1.24
C 1.990 -0.702 0.084 0.21
C -1.021 0.480 0.088 0.76
N -2.318 0.196 0.120 -0.40
C -0.269 0.915 -1.098 -0.72
O 0.993 1.504 -0.540 -0.34
O 1.794 -1.634 1.025 -0.48
N -0.148 0.253 1.070 -0.99
O 2.906 -0.695 -0.685 -0.50
H 0.978 -1.403 1.515 0.44
H -2.918 0.469 -0.642 0.23
H -2.726 -0.159 0.969 0.25
H -0.179 0.405 -2.045 0.30
```

Values from the calculation:
HOMO energy (alpha / beta)   -8.439 / -8.438 eV
E_LUMO (alpha / beta)   -0.5 / -0.5 eV
HOMO-LUMO gap (alpha / beta)   7.89 / 7.89 eV

Version 2
The following is a quantum chemistry calculation of a single C4H4N2O3 molecule, from the OMol25 dataset.

```
13
Properties=species:S:1:pos:R:3:mulliken_charge:R:1
C 0.572 0.549 -0.025 0.22
C 1.145 1.758 0.014 -0.73
C -0.071 -0.549 -0.164 -0.22
C -2.248 0.562 -0.053 -0.18
N -1.469 -0.383 -0.466 0.37
N -3.554 0.484 0.161 0.84
O -4.263 0.980 -0.721 -0.54
O -3.747 0.123 1.337 -0.54
O -1.838 -1.578 -0.920 -0.46
H 1.713 2.141 -0.774 0.30
H 1.236 2.149 1.000 0.25
H 0.291 -1.470 0.336 0.30
H -2.746 -1.267 -1.209 0.39
```

Values from the calculation:
HOMO energy   -9.727 eV
E_LUMO   0.0 eV
HOMO-LUMO gap   9.72 eV

Most stable of them? version 1.

Version 1
The following is a quantum chemistry calculation of 2 unconnected molecules or ions with the total composition C17H26N2O4, from the OMol25 dataset.

```
49
Properties=species:S:1:pos:R:3:mulliken_charge:R:1
O 3.050 2.224 2.034 -0.58
O 0.120 -0.477 2.075 -0.71
O -4.562 -1.369 1.024 -0.68
O 4.183 0.389 2.845 -0.37
C 3.367 1.471 2.949 0.88
C -0.589 -0.046 1.179 0.68
C -4.188 -0.388 0.391 0.11
C 0.883 -0.317 -3.771 -0.63
C -0.293 0.441 -3.900 -0.63
C 0.938 -1.379 -2.852 -0.52
C -1.414 0.136 -3.110 -0.27
C -0.178 -1.678 -2.051 -0.18
C -1.358 -0.922 -2.182 0.39
N -5.021 0.607 0.057 -0.13
N -1.768 -0.614 0.925 -0.04
C 2.825 1.782 4.332 -1.14
C -0.132 1.156 0.376 -0.65
C -6.437 0.645 0.418 -0.91
C 4.288 -1.186 -0.599 -1.17
C 4.702 0.076 1.541 -0.63
C 3.658 -0.649 0.686 0.29
C -2.569 -1.222 -1.327 -1.34
C -2.745 -0.283 -0.123 0.28
H 1.744 -0.087 -4.383 0.40
H -0.336 1.254 -4.611 0.40
H 1.838 -1.970 -2.765 0.47
H -2.320 0.714 -3.220 0.41
H -0.128 -2.490 -1.338 0.35
H -4.651 1.376 -0.478 0.25
H -2.013 -1.381 1.534 0.27
H 2.170 0.970 4.657 0.27
H 3.651 1.881 5.040 0.35
H 2.255 2.715 4.318 0.30
H 0.802 1.524 0.797 0.06
H 0.040 0.866 -0.657 0.09
H -0.877 1.945 0.432 0.43
H -6.936 1.467 -0.098 0.34
H -6.540 0.780 1.496 0.29
H -6.914 -0.297 0.138 0.29
H 3.539 -1.717 -1.191 0.11
H 5.100 -1.882 -0.367 0.39
H 4.690 -0.365 -1.200 0.35
H 5.573 -0.574 1.669 0.37
H 5.045 0.980 1.024 0.34
H 2.839 0.032 0.434 -0.07
H 3.236 -1.483 1.257 0.30
H -3.450 -1.141 -1.965 0.51
H -2.524 -2.254 -0.974 0.38
H -2.592 0.739 -0.463 0.26
```

Values from the calculation:
HOMO energy   -9.230 eV
E_LUMO   0.5 eV
HOMO-LUMO gap   9.70 eV
SMILES   CNC(=O)[C@H](Cc1ccccc1)NC(C)=O.CCCOC(C)=O

Version 2
The following is a quantum chemistry calculation of a single C17H26N2O4 molecule, from the OMol25 dataset.

```
49
Properties=species:S:1:pos:R:3:mulliken_charge:R:1
O 1.470 1.357 1.668 -0.58
O -0.344 -2.250 3.539 -0.64
N 0.297 -4.755 0.295 -0.62
O 0.667 -6.093 0.631 -0.19
O -0.044 -0.013 0.614 -0.29
C 1.029 0.791 0.694 0.36
C -0.327 -1.911 2.361 -0.08
C 0.103 -4.191 1.439 0.58
C 0.026 -5.143 2.527 -0.14
C 0.418 -6.331 1.909 0.20
N -0.032 -2.873 1.366 -0.03
C 0.674 -7.695 2.552 -1.15
C -2.932 -0.536 1.007 -1.49
C -2.159 1.536 2.189 -1.28
C 1.352 1.295 -0.740 -0.90
C -0.500 -0.450 1.994 0.32
C 0.440 4.535 -4.261 -0.66
C 1.936 4.621 -3.804 -0.73
C 0.461 2.408 -1.143 -0.54
C -0.310 3.830 -3.198 -0.89
C 2.113 3.566 -2.641 -0.83
C -1.957 0.038 2.097 0.47
C 0.754 2.883 -2.598 0.36
H -0.223 -4.862 3.522 0.45
H -0.174 -2.492 0.497 0.17
H 0.275 -8.495 1.949 0.36
H 0.242 -7.728 3.558 0.29
H 1.723 -7.981 2.500 0.30
H -3.988 -0.320 1.153 0.45
H -2.803 -1.618 1.040 0.39
H -2.728 -0.050 0.096 0.30
H -3.262 1.703 2.017 0.36
H -1.843 1.843 3.159 0.40
H -1.478 2.125 1.585 0.15
H 2.316 1.738 -0.891 0.54
H 1.329 0.468 -1.388 0.45
H 0.040 -0.012 2.891 0.40
H 0.097 5.535 -4.558 0.36
H 0.271 4.023 -5.179 0.36
H 2.306 5.511 -3.385 0.34
H 2.608 4.474 -4.658 0.29
H 0.472 3.284 -0.501 0.35
H -0.502 1.922 -1.218 0.12
H -0.692 4.463 -2.431 0.37
H -1.137 3.209 -3.598 0.36
H 2.295 4.079 -1.608 0.28
H 2.979 2.900 -2.847 0.31
H -2.148 -0.418 3.105 0.36
H 0.891 2.082 -3.307 0.27
```

Values from the calculation:
HOMO energy   -9.377 eV
E_LUMO   0.8 eV
HOMO-LUMO gap   10.13 eV
SMILES   Cc1cc(NC(=O)[C@@H](OC(=O)CCC2CCCC2)C(C)C)no1

Most stable of them? version 1.

Version 1
The following is a quantum chemistry calculation of a single C4H4O2S molecule, from the OMol25 dataset.

```
11
Properties=species:S:1:pos:R:3:mulliken_charge:R:1
C -0.599 0.796 0.025 0.99
C -1.895 0.294 -0.037 -0.66
C -1.773 -1.050 -0.035 -0.34
C 0.283 -0.280 0.026 -0.08
H 0.745 2.068 0.011 0.29
H -2.824 0.857 0.010 0.39
H -2.510 -1.840 -0.130 0.43
H 2.249 -0.219 1.214 0.15
O -0.251 2.069 0.013 -0.52
O -0.457 -1.442 0.081 -0.37
S 1.994 -0.278 -0.108 -0.29
```

Values from the calculation:
HOMO energy   -8.418 eV
E_LUMO   0.6 eV
HOMO-LUMO gap   9.02 eV
SMILES   Oc1ccoc1S

Version 2
The following is a quantum chemistry calculation of a single C4H4O2S molecule, from the OMol25 dataset.

```
11
Properties=species:S:1:pos:R:3:mulliken_charge:R:1
C 0.324 1.038 -0.327 -0.46
C 0.175 -0.290 0.088 0.69
C -1.724 1.260 0.605 0.66
C 1.014 -1.445 -0.237 -1.17
O -2.815 1.715 0.835 -0.52
O -0.747 1.835 -0.037 -0.29
S -1.278 -0.428 1.076 -0.16
H 1.138 1.512 -1.045 0.28
H 1.835 -1.685 0.534 0.26
H 1.620 -1.187 -1.053 0.35
H 0.458 -2.325 -0.440 0.35
```

Values from the calculation:
HOMO energy   -8.781 eV
E_LUMO   0.6 eV
HOMO-LUMO gap   9.41 eV
SMILES   Cc1coc(=O)s1

Most stable of them? version 2.